Version a
Entry from the Open Molecules 2025 dataset: a cluster of 2 separate species, C3H4O4 in total (ωB97M-V/def2-TZVPD).

Results
**Highest occupied orbital energy**: -8.574 eV

Each line ends with the natural charge from an NBO analysis.
Cartesian coordinates (Å):
C (0.05754, -0.24322, -1.06058)  -0.154
C (0.96873, 1.05007, 0.40376)  0.589
C (0.12951, 0.30191, 1.26199)  0.591
O (-1.31274, -0.65742, -1.49385)  -0.712
O (1.61728, 1.90103, -0.11568)  -0.417
O (0.65183, -0.82055, 1.75819)  -0.664
O (-0.96255, 0.72110, 1.60674)  -0.591
H (0.63316, 0.24106, -1.82576)  0.181
H (0.15813, -1.23225, -0.56424)  0.197
H (-0.17763, -1.32321, 2.03857)  0.507
H (-1.76327, 0.06147, -2.00914)  0.474

---

Version b
Entry from the Open Molecules 2025 dataset: a cluster of 2 separate species, C3H4O4 in total (ωB97M-V/def2-TZVPD).

Results
**Highest occupied orbital energy**: -8.833 eV
**SMILES**: O=C=CO.O=CO

Each line ends with the natural charge from an NBO analysis.
Cartesian coordinates (Å):
O (2.81584, -1.53184, -1.59898)  -0.432
C (1.86911, -1.33358, -0.92675)  0.610
C (0.81243, -1.41060, -0.13137)  -0.189
O (-0.46534, -0.88253, -0.36095)  -0.721
H (0.85376, -1.87444, 0.81928)  0.233
H (-0.59239, -0.25307, -1.08943)  0.516
O (-1.53096, 1.63263, -0.45290)  -0.633
C (-1.00398, 1.84099, 0.57817)  0.646
O (-0.88566, 0.86938, 1.43602)  -0.670
H (-0.63908, 2.83053, 0.81365)  0.126
H (-1.23372, 0.11255, 0.91326)  0.514

---

Energy relative to the most stable one, in eV: version a 2.096; version b 0.000

---

Version a
Entry from the Open Molecules 2025 dataset: an isolated molecule of C4H2N4 (ωB97M-V/def2-TZVPD).

Results
**Highest occupied orbital energy**: -10.920 eV
**SMILES**: [H]/N=C1\C=NC(C#N)=N1

Each line ends with the natural charge from an NBO analysis.
Cartesian coordinates (Å):
H (-3.07362, -0.42827, 0.79206)  0.370
N (-2.25293, -1.02678, 0.09659)  -0.490
C (-1.15477, -0.30643, -0.16331)  0.292
C (-0.55670, 1.10448, -0.01292)  0.011
N (0.75591, 1.12702, -0.26822)  -0.347
C (1.01538, -0.35971, -0.49617)  0.228
C (2.45285, -0.60802, -0.27641)  0.240
N (3.69501, -0.44413, 0.37240)  -0.230
N (0.16052, -1.21355, -0.29171)  -0.326
H (-1.04164, 2.15539, 0.24769)  0.252

---

Version b
Entry from the Open Molecules 2025 dataset: an isolated molecule of C4H2N4 (ωB97M-V/def2-TZVPD).

Results
**Highest occupied orbital energy**: -10.542 eV
**SMILES**: C=NN=C(C#N)C#N

Each line ends with the natural charge from an NBO analysis.
Cartesian coordinates (Å):
C (2.08562, -0.85542, 0.03286)  -0.018
N (0.97282, -0.15802, -0.30993)  -0.331
N (-0.25693, -0.65113, -0.08690)  -0.157
C (-1.08984, 0.29679, -0.16453)  0.076
C (-2.48042, -0.19569, 0.05305)  0.241
N (-3.53980, -0.69762, -0.05466)  -0.232
C (-0.62791, 1.69661, -0.10448)  0.224
N (-0.15150, 2.82061, 0.04275)  -0.220
H (2.09703, -2.07606, 0.49649)  0.197
H (2.99093, -0.18008, 0.09534)  0.219

---

Energy relative to the most stable one, in eV: version a 2.060; version b 0.000

---

Version a
Entry from the Open Molecules 2025 dataset: an isolated molecule of C4H8P2 (ωB97M-V/def2-TZVPD).

Results
**Highest occupied orbital energy (spin up / spin down)**: -7.741 / -7.553 eV
**SMILES**: CC=P1=P[C@H]1C

Each line ends with the natural charge from an NBO analysis.
Cartesian coordinates (Å):
C (-1.61123, 0.04502, 2.29963)  -0.687
C (-0.94266, -0.17558, 0.97860)  -0.471
P (0.37288, 0.78571, 0.33486)  0.530
P (-0.81596, 1.24727, -1.37045)  0.267
C (0.47561, -0.09846, -1.24279)  -0.803
C (1.86828, 0.02552, -1.89995)  -0.620
H (-0.98345, 0.87817, 2.73313)  0.215
H (-1.63042, -0.78992, 2.95921)  0.235
H (-2.65303, 0.50462, 2.26504)  0.239
H (-0.96948, -1.10778, 0.34618)  0.213
H (0.08623, -1.18897, -1.26670)  0.237
H (2.44288, -0.93459, -1.64415)  0.212
H (2.52018, 0.84571, -1.53715)  0.222
H (1.84018, -0.03671, -2.95545)  0.211

---

Version b
Entry from the Open Molecules 2025 dataset: an isolated molecule of C4H8P2 (ωB97M-V/def2-TZVPD).

Results
**Highest occupied orbital energy (spin up / spin down)**: -7.735 / -7.435 eV

Each line ends with the natural charge from an NBO analysis.
Cartesian coordinates (Å):
C (0.70293, 1.06866, -0.23333)  -0.208
C (-0.91683, -1.43264, -0.48551)  -0.780
C (1.01009, 2.46900, -0.00637)  -0.825
C (0.19600, -2.18147, 0.18125)  -0.635
P (-2.63127, -1.15707, 0.13554)  0.287
P (-1.02577, 0.41924, -0.25318)  0.521
H (-1.03457, -1.48112, -1.56918)  0.239
H (2.07841, 2.61947, 0.38230)  0.253
H (0.43940, 3.19378, 0.60661)  0.216
H (1.07019, 3.17346, -0.92210)  0.268
H (0.11892, -2.13015, 1.28044)  0.216
H (1.08627, -1.64596, -0.21871)  0.239
H (0.14593, -3.20762, -0.01634)  0.216
H (-1.23968, 0.29241, 1.11858)  -0.007

---

Energy relative to the most stable one, in eV: version a 0.000; version b 3.959

---

Version a
Entry from the Open Molecules 2025 dataset: the ion C8H15N2 with charge +1 (ωB97M-V/def2-TZVPD).

Results
**Total charge**: +1
**Highest occupied orbital energy**: -12.851 eV
**SMILES**: C#[N+]C[C@@]1(C)[C@H](C)[C@@]1(C)N

Each line ends with the natural charge from an NBO analysis.
Cartesian coordinates (Å):
C (-3.55523, 0.34519, 0.51332)  0.367
N (-2.76994, -0.36548, 0.02505)  -0.137
C (-1.70969, -0.96181, -0.55286)  -0.396
C (-0.36347, 0.02701, -0.58120)  0.044
C (-0.04914, 0.73790, -1.88116)  -0.620
C (-0.02682, 0.51979, 0.80092)  -0.245
C (0.74156, 1.68638, 1.34635)  -0.626
C (0.79295, -0.62358, 0.27289)  0.118
C (2.15580, -0.43909, -0.28361)  -0.646
N (0.42578, -1.98059, 0.65324)  -0.813
H (-4.05238, 1.08442, 1.07446)  0.289
H (-1.77068, -1.26202, -1.59964)  0.275
H (-1.11314, -1.67524, 0.19466)  0.347
H (-1.05004, 0.90848, -2.43408)  0.224
H (0.63343, 0.28717, -2.45042)  0.221
H (0.38232, 1.64564, -1.43568)  0.231
H (-0.75275, 0.15511, 1.41663)  0.202
H (1.02163, 1.57315, 2.37762)  0.242
H (0.20487, 2.69030, 1.15029)  0.223
H (1.68383, 1.91503, 0.80327)  0.225
H (2.39127, 0.60748, -0.70196)  0.238
H (2.44480, -1.25553, -0.85706)  0.228
H (2.83861, -0.62934, 0.49893)  0.234
H (0.59400, -2.32998, 1.56230)  0.392
H (0.90246, -2.66038, 0.08772)  0.384

---

Version b
Entry from the Open Molecules 2025 dataset: a cluster of 2 separate species, C8H15N2 in total (ωB97M-V/def2-TZVPD).

Results
**Total charge**: +1
**Highest occupied orbital energy**: -12.528 eV

Each line ends with the natural charge from an NBO analysis.
Cartesian coordinates (Å):
C (-3.62345, 0.27427, -0.51099)  -0.057
C (-2.36693, -0.04389, -0.95959)  -0.095
C (-2.24660, -0.05762, 1.16059)  0.145
C (3.08212, 0.19482, -0.10137)  -0.560
C (1.20807, 1.63924, -0.81026)  -0.603
C (0.79889, -1.88278, 0.63489)  -0.759
C (1.58335, 0.41286, 0.02541)  -0.400
C (0.85591, -0.76215, -0.27788)  0.438
N (-3.58012, 0.21941, 0.83123)  -0.491
N (-1.55987, -0.15969, 0.04381)  -0.456
H (-4.56469, 0.50187, -0.92637)  0.237
H (-1.96876, -0.11250, -1.99460)  0.222
H (-1.66584, -0.06073, 2.14851)  0.228
H (3.65982, 1.03917, 0.20274)  0.252
H (3.48439, -0.22089, -1.04945)  0.235
H (3.08659, -0.62720, 0.71124)  0.208
H (1.74122, 1.63981, -1.82687)  0.231
H (1.71037, 2.41727, -0.41275)  0.227
H (0.09214, 1.85314, -0.73474)  0.236
H (0.73875, -1.61988, 1.66987)  0.259
H (1.71467, -2.49584, 0.47952)  0.307
H (0.04408, -2.67425, 0.41786)  0.283
H (1.46279, 0.62973, 1.11408)  0.242
H (0.55523, -0.76270, -1.32996)  0.223
H (-4.24215, 0.65853, 1.49513)  0.448

---

Energy relative to the most stable one, in eV: version a 1.853; version b 0.000